1.
20
Properties=species:S:1:pos:R:3:forces:R:3 method="wB97M-V/def2-TZVPD" charge=0 homo_energy_ev="-6.25 / -8.51" multiplicity=3 relative_energy_kj_mol=143.6 energy_ev=-34627.4342
S 1.948 1.312 1.115 -1.90 -2.58 3.95
S -0.035 3.030 -0.390 0.78 -0.58 0.23
O -0.498 1.637 1.791 0.45 0.61 2.96
O 2.796 1.447 0.023 1.56 -0.12 -2.07
O 2.185 1.994 2.361 -0.06 0.79 0.04
N 1.830 -0.371 1.622 3.24 0.65 -5.47
C -0.170 -0.036 -0.915 0.94 -2.46 -0.63
C -0.656 2.198 -1.763 -0.14 -1.17 -1.22
C 0.242 1.605 0.698 1.03 3.17 0.92
C -0.913 -1.072 -0.055 -0.44 3.61 0.49
C -0.787 0.844 -1.851 0.30 1.09 0.57
H -0.977 -1.909 -0.636 -0.44 -2.74 -1.20
H 1.649 -0.577 2.534 -0.55 0.09 3.17
H -0.266 -1.211 0.788 0.06 -0.53 0.55
H 0.042 2.034 2.607 -1.23 -1.23 -2.15
H 2.740 -0.869 1.309 -2.12 1.11 0.61
H -0.939 2.831 -2.600 -0.29 0.09 0.34
H 0.998 -0.125 -0.850 -2.40 0.61 -0.09
H -1.456 0.450 -2.601 -0.25 -0.13 -0.27
H -1.951 -0.753 0.314 1.48 -0.28 -0.73

***

2.
19
Properties=species:S:1:pos:R:3:forces:R:3 method="wB97M-V/def2-TZVPD" charge=0 homo_energy_ev=-9.00 relative_energy_kj_mol=477.8 energy_ev=-15007.2915
O -0.959 -1.751 -0.196 1.86 -1.83 -0.41
O 1.614 -1.305 -0.242 0.59 1.14 -0.18
O -0.068 1.724 0.963 0.34 0.37 -0.29
O 0.181 1.204 -1.627 0.01 0.24 1.90
N 2.697 0.659 -0.077 0.79 0.51 0.11
C 0.290 0.748 -0.464 -0.91 -2.69 -1.31
C 0.074 -2.490 -0.020 -3.99 1.17 0.07
C -0.880 0.228 0.367 0.60 1.91 0.83
C 1.596 -0.046 -0.232 -0.70 -0.93 0.64
C -2.260 0.643 -0.082 -0.09 -0.30 0.11
H -3.024 0.046 0.429 0.22 -0.02 -0.35
H 3.603 0.207 -0.064 -0.30 0.04 0.10
H 2.635 1.645 0.139 -0.02 -0.21 -0.29
H 0.269 -3.238 -0.805 0.68 0.45 0.15
H -2.478 1.688 0.174 0.25 -0.23 0.02
H -0.526 2.446 0.521 0.01 0.30 -0.04
H -0.720 -0.207 1.363 -0.10 -0.01 -0.97
H -2.330 0.571 -1.174 -0.01 -0.19 0.32
H 0.285 -2.774 1.028 0.76 0.28 -0.42

***

3.
17
Properties=species:S:1:pos:R:3:forces:R:3 method="wB97M-V/def2-TZVPD" charge=0 homo_energy_ev=-9.15 relative_energy_kj_mol=1160.0 energy_ev=-19692.2810
S 2.916 0.930 0.171 0.50 -0.82 -1.30
O 1.458 -1.143 -0.592 1.47 1.04 2.25
N -1.574 -0.984 -0.260 2.01 -0.81 -2.80
C -1.903 1.456 -0.289 -1.38 2.54 -0.58
C -0.944 0.400 -0.342 -1.81 -1.26 0.63
C -0.571 -0.498 0.690 -4.02 0.27 1.90
C 2.664 -0.452 -0.692 1.46 -0.71 0.61
C 0.760 -0.908 0.812 2.43 -1.78 1.06
H -0.984 -0.164 1.754 0.48 -1.11 -2.07
H 0.850 -1.876 1.442 0.35 1.43 -1.44
H -0.204 0.588 -1.000 2.26 0.09 -2.53
H -2.942 0.807 -1.163 2.52 2.90 3.06
H 0.977 -0.003 1.449 1.99 -1.19 -0.96
H -1.098 -1.550 -1.116 -1.17 1.29 2.89
H 3.711 -1.000 -1.290 -3.98 1.41 1.42
H -1.076 2.700 -1.017 -2.76 -3.07 2.18
H -2.039 1.699 1.442 -0.36 -0.22 -4.30